ORCA calculation (ωB97M-V/def2-TZVPD) on a cluster of 13 separate species, C43H109FN4O13PS in total at a distorted geometry.

Electronic energy (eV): -101768.0412
LUMO level (eV): -3.853
Charge: +1
Max |F| (eV Å⁻¹): 6.4
HOMO-LUMO gap (eV): 7.58
HOMO energy (eV): -11.4
Spin multiplicity: 1

Structure (XYZ):
```
172
Properties=species:S:1:pos:R:3:forces:R:3
C -2.066493 4.891117 -2.925527 -0.504 -0.077 0.404
C -1.564589 4.230307 -1.522157 0.201 1.830 -0.480
C 0.038612 4.125888 -1.503092 0.070 0.055 0.731
F 0.713661 5.088887 -2.352920 -1.248 -1.555 1.200
C 0.629401 2.674121 -1.863043 -1.213 0.098 -1.740
O 1.298950 2.164923 -0.659935 -2.668 -1.180 3.128
C 0.355174 1.701474 0.284557 -2.822 -1.380 -0.545
N -0.625639 1.215829 0.808573 5.334 2.657 -2.228
C -0.328513 1.528337 -2.436764 -0.191 -0.275 -1.265
N 0.731565 0.450499 -2.625279 3.020 1.374 -0.200
C 2.041166 1.126702 -2.779001 -3.472 2.167 -0.902
N 3.271881 0.590018 -2.814476 -2.716 -0.103 -0.271
P 3.381279 -1.181830 -2.665398 2.631 -1.882 0.924
S 5.241588 -1.806996 -2.639744 -1.023 0.688 -0.233
N 1.712210 2.573925 -2.910539 0.960 -2.597 2.430
H -2.232634 6.034015 -2.778787 0.321 -2.125 -0.363
H -1.338641 4.721398 -3.795226 -1.059 0.169 1.339
H -3.076355 4.407332 -3.174715 1.459 0.844 0.196
H -1.845612 5.009676 -0.708358 0.558 -1.463 -1.248
H -2.116165 3.266771 -1.244655 1.124 1.128 -0.541
H 0.376304 4.358354 -0.416806 -0.253 -0.430 -1.966
H -0.746188 1.670661 -3.507730 0.813 0.848 1.743
H -1.271765 1.221429 -1.861883 1.765 0.136 -0.096
H 0.493928 -0.274866 -3.315969 0.443 0.201 0.572
H 4.105907 1.197960 -2.909561 -0.600 -0.715 0.051
H 2.625823 -1.894688 -3.654664 -0.284 1.072 0.284
H 2.817475 -1.511681 -1.384377 -0.426 0.764 -0.862
H 2.494648 3.234576 -2.768804 -0.461 -0.477 -0.010
C -5.910139 7.251027 -3.231974 -0.022 -0.303 0.042
C -5.069305 8.043208 -2.243501 -0.268 0.323 -0.506
C -5.566004 9.474647 -2.116548 0.044 0.144 0.252
O -3.708993 8.049784 -2.676150 0.314 -0.147 0.108
H -5.860238 7.695458 -4.231492 -0.062 0.113 0.098
H -5.534779 6.227633 -3.321798 -0.064 0.070 0.103
H -6.956750 7.213422 -2.918935 0.058 -0.003 -0.068
H -5.097045 7.556249 -1.264393 0.195 -0.030 -0.165
H -5.504129 9.996344 -3.077237 -0.095 -0.117 -0.010
H -4.945613 10.035378 -1.411904 -0.082 -0.094 -0.006
H -6.602378 9.503665 -1.770133 0.060 0.035 -0.049
H -3.673614 8.478843 -3.542332 -0.046 -0.054 0.196
C -5.246865 1.914073 -0.332794 0.040 0.270 -0.206
C -4.506392 0.760621 -0.990354 -0.543 -0.143 0.609
C -4.870457 -0.569790 -0.351950 0.120 -0.136 -0.168
O -3.098681 0.972180 -0.871585 0.504 0.193 -0.226
H -4.989250 1.989750 0.729036 -0.054 -0.149 -0.012
H -4.965070 2.864849 -0.794731 -0.128 -0.050 0.000
H -6.328941 1.789894 -0.420995 0.094 0.044 0.036
H -4.743465 0.733371 -2.058060 0.243 0.060 0.036
H -4.599077 -0.581697 0.708501 -0.092 0.035 -0.049
H -4.320927 -1.386893 -0.827175 -0.118 0.048 0.036
H -5.941088 -0.770554 -0.440121 0.093 -0.004 0.038
H -2.879391 0.997132 0.071236 -0.028 -0.107 -0.107
C 1.758240 -5.370005 -5.279639 0.220 0.003 0.184
C 0.488115 -4.728407 -4.744188 0.034 -0.411 -0.652
C -0.735362 -5.191754 -5.518220 -0.277 0.050 0.142
O 0.598532 -3.306301 -4.837712 0.162 0.634 0.296
H 1.922018 -5.097267 -6.327336 -0.136 -0.081 0.014
H 2.631157 -5.018994 -4.721386 -0.076 -0.093 0.020
H 1.711311 -6.459269 -5.206225 0.028 0.095 -0.035
H 0.368970 -4.976665 -3.685522 0.015 0.253 -0.041
H -0.658327 -4.912783 -6.574237 0.124 -0.100 0.038
H -1.639191 -4.713877 -5.130192 0.086 -0.097 0.033
H -0.856891 -6.275712 -5.451960 0.007 0.094 -0.040
H 0.704082 -3.076115 -5.771495 -0.067 -0.173 0.148
C -3.646157 -5.384497 0.444853 -0.038 -0.021 -0.352
C -3.277968 -4.051686 1.077883 -0.209 -0.539 0.562
C -2.511723 -4.248453 2.376478 0.260 0.232 0.091
O -4.465810 -3.305452 1.336679 -0.149 0.233 -0.211
H -4.290999 -5.967948 1.110159 0.149 0.031 0.085
H -4.206466 -5.228136 -0.481622 0.100 0.015 0.037
H -2.753612 -5.974233 0.218734 -0.073 -0.004 0.040
H -2.672295 -3.467150 0.378522 -0.198 0.125 0.036
H -3.117407 -4.792490 3.108583 0.008 -0.084 -0.142
H -2.263839 -3.282640 2.826310 0.008 -0.048 -0.096
H -1.585228 -4.804432 2.208066 -0.061 -0.029 0.049
H -5.009213 -3.814461 1.955324 0.203 0.122 0.021
C -3.013017 1.345065 3.825566 -0.303 0.039 -0.122
C -2.336008 0.315647 4.715731 0.413 0.463 -0.226
C -1.400659 0.977457 5.714980 0.032 -0.089 0.300
O -1.596648 -0.595892 3.907136 -0.032 -0.307 -0.050
H -2.273414 1.907416 3.245524 0.056 0.008 0.144
H -3.673530 0.854347 3.104403 -0.005 -0.014 0.122
H -3.602946 2.050983 4.416310 0.031 -0.016 -0.067
H -3.094243 -0.263815 5.249975 0.146 -0.123 -0.152
H -0.604739 1.526871 5.201097 -0.138 0.063 -0.063
H -0.911884 0.225126 6.340191 -0.125 0.043 -0.030
H -1.942337 1.672276 6.362335 0.080 -0.013 -0.030
H -0.922605 -0.092165 3.430002 -0.182 -0.057 0.089
C 3.385949 -5.003485 0.303649 -0.164 -0.306 0.090
C 4.234316 -4.221002 1.293982 -0.014 0.265 -0.664
C 3.752514 -2.785658 1.419878 -0.111 0.176 0.386
O 5.592635 -4.228389 0.863448 0.117 -0.063 0.113
H 3.442242 -4.559234 -0.696354 -0.008 0.103 0.053
H 3.750281 -6.030787 0.213642 -0.022 0.090 0.058
H 2.337891 -5.029715 0.615484 0.023 -0.004 -0.049
H 4.200016 -4.707347 2.272824 0.191 0.038 -0.105
H 3.822102 -2.265769 0.458299 0.011 -0.108 -0.088
H 4.376974 -2.230415 2.124978 -0.075 -0.089 -0.038
H 2.715501 -2.746152 1.764665 0.047 0.030 -0.022
H 5.632078 -3.799229 -0.004090 -0.019 -0.098 0.208
C 9.041969 -1.208213 -5.572928 -0.049 -0.015 -0.356
C 9.426067 0.126000 -4.953310 -0.055 -0.643 0.500
C 10.219016 -0.066484 -3.670273 0.095 0.309 -0.221
O 8.244793 0.875465 -4.672127 -0.341 0.341 -0.090
H 8.409720 -1.788006 -4.891947 0.130 0.028 0.092
H 8.462608 -1.054777 -6.487961 0.113 0.007 0.036
H 9.928079 -1.800461 -5.815317 -0.088 0.006 0.031
H 10.017629 0.706044 -5.667355 -0.232 0.109 0.061
H 9.628013 -0.606268 -2.923052 0.031 -0.069 -0.100
H 10.477750 0.898950 -3.229978 0.006 -0.161 -0.102
H 11.140148 -0.624330 -3.855363 -0.076 0.042 0.098
H 7.714214 0.369544 -4.039685 0.273 0.030 -0.154
C 0.164755 -9.478135 0.137267 -0.165 -0.245 0.084
C -0.314782 -8.051146 0.350279 0.657 -0.130 -0.206
C 0.032981 -7.166745 -0.836772 -0.169 0.246 -0.145
O 0.286967 -7.519775 1.528861 -0.169 0.193 0.165
H 1.253299 -9.511516 0.023252 -0.057 0.095 -0.103
H -0.081607 -10.099021 1.002836 -0.052 0.086 -0.104
H -0.292756 -9.920052 -0.751816 0.067 -0.002 0.055
H -1.397292 -8.046771 0.507148 0.131 0.079 0.187
H 1.117170 -7.119468 -0.984762 -0.029 -0.150 0.003
H -0.307511 -6.141282 -0.664422 -0.055 -0.083 -0.001
H -0.428540 -7.538951 -1.755513 0.051 0.030 0.028
H 1.245575 -7.519551 1.399905 -0.201 -0.059 0.017
C 13.977803 -0.390087 -0.818222 0.173 -0.079 -0.252
C 12.939494 0.717482 -0.902651 0.053 -0.377 0.637
C 12.848983 1.492208 0.402635 -0.055 0.313 0.003
O 11.665876 0.151235 -1.207430 -0.092 0.036 -0.044
H 13.716720 -1.111522 -0.036995 0.010 0.143 0.063
H 14.023956 -0.945725 -1.759031 0.023 0.116 0.052
H 14.969976 0.014386 -0.601883 -0.060 -0.069 0.007
H 13.195548 1.400102 -1.718161 -0.217 -0.112 -0.030
H 12.548747 0.836071 1.226258 0.133 -0.059 -0.066
H 12.091025 2.277282 0.331492 0.114 -0.034 -0.050
H 13.807336 1.953090 0.655562 -0.079 -0.037 0.029
H 11.430079 -0.454648 -0.491251 0.124 0.143 -0.110
C 0.821994 4.405637 7.211625 -0.124 0.249 0.129
C 2.041458 4.433642 6.303459 -0.221 -0.622 0.243
C 1.883171 3.475122 5.133247 0.113 0.034 -0.325
O 3.199297 4.076773 7.054099 0.178 0.169 -0.059
H 0.673010 3.407220 7.636009 0.004 -0.015 -0.153
H 0.954909 5.090085 8.053852 -0.004 -0.012 -0.142
H -0.082167 4.691693 6.667401 0.020 -0.043 0.063
H 2.196982 5.449133 5.928155 0.180 -0.094 0.131
H 1.771653 2.443916 5.484464 -0.103 0.086 0.074
H 2.771749 3.497233 4.495884 -0.075 0.077 0.051
H 1.010485 3.733357 4.526701 0.018 -0.050 0.025
H 3.071497 3.179168 7.390736 0.004 0.202 -0.055
C -6.929078 5.236966 2.549970 0.056 -0.288 0.130
C -5.930857 5.820203 1.562414 -0.639 0.378 0.142
C -5.825029 7.330186 1.708578 0.273 0.135 -0.037
O -6.336853 5.499620 0.232772 0.210 -0.161 -0.266
H -7.930855 5.644467 2.379395 0.105 0.114 0.029
H -7.003390 4.152865 2.425861 0.077 0.089 0.030
H -6.636148 5.451759 3.580979 -0.069 -0.009 -0.060
H -4.948321 5.365822 1.721082 -0.082 -0.048 -0.219
H -6.788561 7.810413 1.508806 -0.017 -0.101 0.115
H -5.112910 7.737292 0.985101 0.005 -0.056 0.131
H -5.499022 7.607716 2.714319 -0.050 0.027 -0.078
H -7.205580 5.897240 0.082033 0.168 -0.085 0.079
C -9.312400 -4.208358 3.514262 -0.187 -0.160 0.198
C -7.935141 -3.734065 3.949920 -0.227 0.096 -0.660
C -7.539118 -2.451124 3.236872 0.185 0.221 0.135
O -6.973097 -4.749808 3.667048 0.355 -0.095 0.101
H -9.330286 -4.422381 2.440493 0.044 0.147 0.017
H -9.578299 -5.137272 4.026228 0.028 0.133 0.017
H -10.076053 -3.457469 3.732973 0.033 -0.066 -0.049
H -7.927921 -3.570450 5.031211 0.170 -0.188 -0.089
H -7.494964 -2.604157 2.153213 -0.132 -0.033 0.031
H -6.542199 -2.129045 3.551437 -0.099 -0.010 0.037
H -8.249230 -1.646920 3.446677 0.052 -0.039 -0.054
H -6.973331 -4.901546 2.711597 -0.188 -0.014 0.199
```
Positions in Å, forces in eV/Å.

Here are the Mulliken charges for atoms 1 to 8, given in e:
1 C -0.9520
2 C 0.0309
3 C 0.0353
4 F -0.4103
5 C 0.7665
6 O -0.5173
7 C 0.4202
8 N -0.3675